CH10O5 | wB97M-V/def2-TZVPD

Calculated values
- Expectation value of S²: 0.7580
- E_HOMO (spin up / spin down): -0.4962 / -0.4956 Ha
- Kohn-Sham gap (spin up / spin down): 0.23694 / 0.09579 Eh
- DFT total energy: -11423.5315 eV
- ΔE to the lowest compared entry with this formula, charge and spin: 63.34 kcal/mol
- 2S+1: 2
- Charge: +1

Element x y z (Å)
1 O 1.24771 -2.26570 1.15348
2 C 1.71579 -1.51306 0.41391
3 H 1.76110 -1.43972 -0.68051
4 H 2.27901 -0.63210 0.81583
5 H -0.85882 2.01816 -1.13669
6 H 0.48493 1.31588 -1.29864
7 O -0.02882 2.23559 -1.56114
8 H 1.16326 0.95259 1.81759
9 H 0.25633 0.66847 2.80315
10 O 0.25287 0.52188 1.83409
11 H 0.07434 -0.79101 -2.83080
12 H -0.77426 -0.45428 -1.38926
13 O -0.47184 -0.13511 -2.35911
14 H -2.77620 0.58194 0.59671
15 H -2.21777 -0.84006 1.26986
16 O -2.10763 -0.22345 0.55155

Löwdin population analysis, charges in e, atoms 1 to 4: 0.3860 0.1143 0.1834 0.1906